{"formula": "C58H140N10O24", "method": "the ωB97M-V functional and the def2-TZVPD basis", "molar_mass_g_mol": 1361.8, "total_energy_ev": -126453.8722, "homo_lumo_gap_ev": 9.24, "e_lumo_ev": 0.453, "homo_ev": -8.79, "elements": ["C", "O", "C", "C", "O", "C", "H", "H", "H", "H", "H", "H", "H", "H", "H", "H", "C", "O", "C", "C", "O", "C", "H", "H", "H", "H", "H", "H", "H", "H", "H", "H", "C", "O", "C", "C", "O", "C", "H", "H", "H", "H", "H", "H", "H", "H", "H", "H", "C", "O", "C", "C", "O", "C", "H", "H", "H", "H", "H", "H", "H", "H", "H", "H", "C", "O", "C", "C", "O", "C", "H", "H", "H", "H", "H", "H", "H", "H", "H", "H", "C", "O", "C", "C", "O", "C", "H", "H", "H", "H", "H", "H", "H", "H", "H", "H", "C", "O", "C", "C", "O", "C", "H", "H", "H", "H", "H", "H", "H", "H", "H", "H", "C", "C", "O", "N", "C", "H", "H", "H", "H", "H", "H", "H", "C", "C", "O", "N", "C", "H", "H", "H", "H", "H", "H", "H", "C", "C", "O", "N", "C", "H", "H", "H", "H", "H", "H", "H", "C", "C", "O", "N", "C", "H", "H", "H", "H", "H", "H", "H", "C", "C", "O", "N", "C", "H", "H", "H", "H", "H", "H", "H", "C", "C", "O", "N", "C", "H", "H", "H", "H", "H", "H", "H", "C", "C", "O", "N", "C", "H", "H", "H", "H", "H", "H", "H", "C", "C", "O", "N", "C", "H", "H", "H", "H", "H", "H", "H", "C", "C", "O", "N", "C", "H", "H", "H", "H", "H", "H", "H", "C", "C", "O", "N", "C", "H", "H", "H", "H", "H", "H", "H"], "positions_angstrom": [[2.809, -4.189, -3.502], [3.640, -4.362, -2.395], [4.981, -4.074, -2.825], [5.964, -4.841, -1.978], [5.909, -6.212, -2.381], [6.710, -7.051, -1.575], [3.022, -4.996, -4.226], [2.964, -3.298, -4.099], [1.804, -4.257, -3.166], [5.189, -2.978, -2.812], [5.069, -4.340, -3.866], [5.714, -4.703, -0.924], [6.939, -4.404, -2.177], [6.432, -6.976, -0.508], [7.768, -6.795, -1.701], [6.592, -8.104, -1.867], [-3.534, -0.480, 4.376], [-2.452, -0.687, 5.220], [-1.638, -1.825, 4.872], [-0.498, -1.843, 5.876], [0.518, -0.906, 5.621], [1.344, -1.355, 4.570], [-4.178, -1.376, 4.248], [-3.210, -0.216, 3.372], [-4.119, 0.335, 4.815], [-1.267, -1.679, 3.870], [-2.258, -2.730, 4.849], [-0.125, -2.865, 5.927], [-0.875, -1.660, 6.884], [0.848, -1.751, 3.666], [2.092, -2.091, 4.980], [1.878, -0.474, 4.181], [3.322, -1.025, -0.539], [4.606, -0.707, -0.053], [5.453, -1.804, 0.377], [6.745, -1.198, 0.846], [7.344, -0.405, -0.155], [7.694, -1.116, -1.331], [3.401, -1.610, -1.510], [2.748, -0.122, -0.687], [2.728, -1.732, 0.081], [5.644, -2.483, -0.452], [5.000, -2.379, 1.181], [7.455, -1.973, 1.189], [6.567, -0.570, 1.725], [7.964, -0.333, -2.048], [6.880, -1.692, -1.804], [8.504, -1.826, -1.167], [1.862, -0.522, -5.148], [2.657, -1.461, -5.859], [3.969, -1.009, -6.098], [4.658, -2.153, -6.797], [4.816, -3.312, -5.962], [5.203, -4.476, -6.715], [1.759, 0.329, -5.783], [2.404, -0.180, -4.239], [0.887, -0.854, -4.870], [4.427, -0.793, -5.140], [3.999, -0.117, -6.719], [5.609, -1.719, -7.188], [4.007, -2.381, -7.660], [5.438, -5.238, -5.989], [6.063, -4.188, -7.306], [4.371, -4.811, -7.362], [-0.065, -2.136, -1.580], [0.102, -0.849, -0.982], [-0.227, -0.930, 0.405], [-0.093, 0.436, 0.934], [-1.265, 1.164, 0.545], [-1.075, 2.486, 0.884], [-1.088, -2.505, -1.418], [0.681, -2.869, -1.205], [0.086, -2.053, -2.638], [0.377, -1.618, 0.973], [-1.303, -1.141, 0.496], [0.781, 1.000, 0.495], [-0.064, 0.361, 2.083], [-1.900, 3.100, 0.483], [-0.181, 2.904, 0.413], [-1.129, 2.717, 1.980], [0.691, 2.923, 4.543], [-0.492, 3.553, 4.923], [-1.518, 2.607, 5.176], [-2.682, 3.190, 5.953], [-3.454, 4.108, 5.169], [-4.442, 4.694, 5.961], [0.526, 2.410, 3.589], [1.079, 2.173, 5.242], [1.492, 3.645, 4.293], [-1.164, 1.807, 5.853], [-1.847, 2.130, 4.268], [-2.399, 3.671, 6.896], [-3.279, 2.306, 6.185], [-4.915, 5.444, 5.316], [-3.966, 5.149, 6.843], [-5.132, 3.943, 6.339], [-3.984, 1.910, 1.653], [-5.139, 1.216, 2.212], [-5.742, 1.874, 3.322], [-6.444, 3.189, 3.027], [-7.600, 2.857, 2.274], [-8.504, 3.905, 2.069], [-4.283, 2.914, 1.425], [-3.677, 1.424, 0.735], [-3.191, 1.940, 2.387], [-4.967, 1.989, 4.077], [-6.476, 1.197, 3.729], [-5.772, 3.878, 2.499], [-6.634, 3.585, 4.049], [-8.033, 4.826, 1.755], [-9.210, 4.092, 2.916], [-9.094, 3.579, 1.209], [-5.051, -2.880, 1.720], [-3.723, -3.469, 2.125], [-3.600, -4.111, 3.120], [-2.753, -3.274, 1.159], [-1.421, -3.790, 1.419], [-5.034, -2.696, 0.640], [-5.149, -1.874, 2.208], [-5.889, -3.494, 2.056], [-3.020, -2.722, 0.373], [-0.798, -3.995, 0.534], [-1.605, -4.754, 1.933], [-0.916, -3.155, 2.156], [-3.999, 5.098, -2.150], [-4.636, 3.735, -2.388], [-4.069, 2.890, -3.027], [-5.850, 3.525, -1.757], [-6.560, 4.355, -0.802], [-3.546, 5.172, -1.164], [-4.666, 5.921, -2.207], [-3.240, 5.234, -2.921], [-6.223, 2.591, -1.886], [-5.885, 5.148, -0.408], [-6.877, 3.695, 0.002], [-7.476, 4.837, -1.228], [0.182, -4.146, -6.312], [-1.298, -3.991, -5.992], [-2.166, -3.846, -6.822], [-1.613, -3.998, -4.707], [-2.899, -3.636, -4.218], [0.507, -3.395, -7.037], [0.183, -5.150, -6.784], [0.794, -4.195, -5.379], [-0.931, -4.158, -4.005], [-3.617, -4.461, -4.360], [-3.281, -2.858, -4.880], [-3.005, -3.285, -3.158], [1.863, -4.992, 0.464], [1.492, -4.593, 1.879], [1.815, -3.437, 2.242], [0.875, -5.501, 2.692], [0.479, -5.201, 4.025], [2.599, -5.799, 0.552], [2.377, -4.145, 0.038], [1.035, -5.285, -0.150], [0.763, -6.456, 2.397], [0.569, -6.027, 4.764], [-0.537, -4.824, 4.099], [1.170, -4.497, 4.460], [3.321, 4.430, -0.711], [3.328, 5.784, 0.068], [3.019, 6.830, -0.516], [3.658, 5.792, 1.388], [3.918, 7.100, 2.000], [4.317, 4.293, -1.165], [2.516, 4.473, -1.421], [3.129, 3.585, -0.021], [3.925, 4.931, 1.850], [4.374, 7.738, 1.241], [4.664, 6.986, 2.814], [2.966, 7.523, 2.394], [0.265, 6.050, 1.973], [-0.776, 6.226, 0.926], [-1.234, 5.272, 0.331], [-1.161, 7.488, 0.623], [-2.099, 7.742, -0.445], [1.019, 5.383, 1.571], [-0.117, 5.647, 2.913], [0.694, 7.035, 2.135], [-0.546, 8.257, 0.853], [-1.838, 7.148, -1.322], [-2.049, 8.771, -0.855], [-3.099, 7.491, -0.116], [-0.783, 3.195, -2.842], [0.078, 4.372, -3.273], [0.673, 4.371, -4.323], [0.167, 5.419, -2.419], [0.904, 6.611, -2.826], [-1.083, 3.277, -1.794], [-0.242, 2.325, -3.179], [-1.729, 3.243, -3.363], [-0.339, 5.458, -1.560], [1.208, 7.172, -1.932], [0.290, 7.240, -3.478], [1.821, 6.344, -3.333], [3.451, 1.065, 2.115], [3.912, 2.201, 3.100], [3.749, 3.408, 2.862], [4.553, 1.869, 4.222], [5.084, 2.871, 5.114], [3.944, 0.141, 2.370], [3.784, 1.399, 1.116], [2.394, 1.097, 2.283], [4.871, 0.934, 4.367], [5.922, 2.491, 5.719], [4.377, 3.308, 5.843], [5.409, 3.736, 4.509], [-2.251, 0.044, -2.654], [-3.391, -0.530, -1.833], [-3.394, -1.692, -1.378], [-4.341, 0.328, -1.516], [-5.392, 0.049, -0.596], [-2.659, 0.908, -3.190], [-1.921, -0.658, -3.424], [-1.386, 0.329, -2.069], [-4.425, 1.257, -1.975], [-5.039, -0.370, 0.370], [-6.164, -0.599, -0.996], [-5.867, 0.998, -0.349], [-2.003, -6.033, -1.054], [-1.122, -6.178, -2.239], [-0.076, -5.563, -2.280], [-1.534, -7.036, -3.190], [-0.605, -7.556, -4.179], [-1.356, -6.380, -0.240], [-2.956, -6.529, -1.102], [-2.146, -4.961, -0.834], [-2.380, -7.542, -3.079], [-0.702, -8.637, -4.079], [0.404, -7.228, -3.958], [-0.872, -7.215, -5.178]], "atomic_forces_ev_per_a": [[0.0, -0.9, -1.0], [1.4, 0.8, 0.0], [-0.5, 0.2, 0.7], [-0.5, -0.2, -0.8], [0.0, 0.2, 0.4], [0.1, 0.0, 0.2], [-0.3, -0.1, 0.1], [0.2, 0.7, 0.3], [-1.0, -0.1, 0.2], [-0.2, -0.5, 0.3], [0.3, -0.3, -0.3], [0.0, -0.2, 0.2], [0.5, -0.1, 0.1], [0.1, 0.1, -0.3], [0.0, 0.0, 0.2], [-0.2, 0.4, -0.2], [-0.6, -0.3, -0.3], [0.7, -0.7, 0.4], [-0.7, 1.2, 0.8], [-0.6, -0.6, 0.3], [-0.3, -0.2, -0.5], [1.2, 0.3, -0.2], [0.2, 0.3, 0.4], [0.1, 0.3, -0.3], [0.1, -0.2, -0.2], [0.3, 0.0, -0.6], [0.2, 0.0, 0.3], [0.5, -0.2, -0.2], [-0.2, 0.3, -0.1], [-0.1, -0.3, 0.7], [-0.7, 0.4, -0.6], [0.1, -0.2, 0.4], [0.0, -2.1, -1.0], [0.5, -0.6, 0.7], [-0.9, 0.8, -0.5], [0.4, 0.0, 0.2], [0.0, -0.2, -0.1], [-0.4, 0.5, -0.4], [-0.1, 0.8, 0.6], [0.0, 0.3, -0.1], [0.4, 0.5, 0.4], [-0.2, -0.1, -0.1], [-0.3, -0.1, 0.2], [-0.3, -0.1, -0.2], [0.0, 0.2, -0.3], [0.3, -0.4, 0.1], [0.0, 0.3, 0.4], [0.3, 0.1, 0.1], [1.8, 0.6, 0.3], [-1.0, -0.3, 0.3], [-0.5, -1.2, 0.6], [0.2, 0.1, -0.5], [0.0, 0.7, -0.7], [-0.8, 1.2, 0.2], [-0.3, 1.0, -0.4], [-0.3, -0.2, -0.2], [-0.5, -0.9, 0.0], [0.4, 0.2, 0.4], [0.0, 0.2, -0.2], [-0.1, -0.8, 0.2], [0.3, -0.2, 0.1], [0.2, -0.3, 0.1], [0.4, -0.4, -0.3], [0.3, 0.1, 0.1], [0.1, -0.2, 0.6], [0.3, -1.3, 0.3], [-0.6, 0.7, -1.1], [-0.2, 1.1, 1.1], [0.7, -0.9, 0.4], [-1.2, 2.1, 0.1], [0.2, 0.0, 0.0], [-0.4, 0.3, 0.0], [0.1, 0.2, -0.6], [0.4, -0.6, 0.0], [0.2, -0.5, 0.1], [-0.5, -0.8, 0.7], [0.2, 0.4, -1.3], [0.2, -0.5, -0.1], [0.2, 0.0, 0.3], [0.5, -0.4, -0.6], [0.9, -0.1, -1.3], [-0.4, 0.2, 0.6], [0.3, 0.4, 1.5], [-0.1, 0.2, -1.1], [0.9, -0.8, 0.1], [0.3, 0.4, 0.0], [0.0, -0.3, -0.1], [-0.2, 0.1, 0.3], [-0.5, 0.0, 0.5], [0.3, 0.1, -0.4], [-0.3, -0.2, -0.6], [0.3, -0.1, -0.1], [-0.4, -0.1, 0.3], [-0.2, -0.1, 0.5], [-0.3, 0.3, -0.1], [-0.5, -0.1, -0.1], [-1.5, -0.6, 0.9], [0.3, 0.3, -0.6], [0.9, -0.1, -0.6], [0.4, -0.8, 0.6], [0.5, 0.3, 0.5], [-1.1, -0.3, -0.2], [0.0, 0.8, -0.3], [0.0, -0.3, 0.2], [0.3, -0.1, 0.1], [0.1, 0.6, 0.3], [-0.3, -0.4, 0.0], [-0.3, 0.1, 0.0], [-0.4, 0.2, -0.6], [0.4, 0.5, 0.2], [0.7, -0.1, -0.4], [-0.3, 0.1, 0.1], [0.0, 1.4, 0.1], [-0.6, 0.8, -3.0], [0.9, -1.1, 2.1], [-0.2, -0.6, 1.4], [-0.5, -0.7, 0.7], [-0.4, -0.1, 0.2], [0.0, -0.7, -0.3], [0.2, 0.0, -0.2], [0.2, 0.4, -0.8], [-0.5, 0.5, 0.3], [0.3, 0.4, -0.3], [0.3, -0.1, -0.3], [0.5, -0.6, -0.4], [-1.1, 2.0, 1.9], [0.1, -1.2, -0.8], [0.6, -0.5, -0.8], [0.1, 0.7, -0.2], [0.3, -0.3, 0.1], [-0.9, 0.6, -0.2], [0.1, -0.1, 0.2], [0.0, 0.2, -0.1], [-0.6, -0.6, -0.2], [0.0, 0.2, 0.3], [0.8, -0.3, 0.2], [-0.5, -1.2, 0.4], [0.7, 0.6, -0.3], [-0.4, 0.1, -1.3], [0.3, 0.1, 2.2], [-2.1, 0.0, 0.0], [0.0, -0.1, 0.3], [0.6, 0.5, 0.0], [-0.3, 0.3, -0.9], [0.9, -0.2, 0.3], [0.1, 0.1, 0.2], [-0.1, 0.2, 0.1], [0.9, -0.3, -0.9], [0.6, -0.4, 1.2], [0.8, 1.7, 0.0], [-0.9, -1.8, 0.1], [0.5, -0.2, -0.6], [0.1, -0.1, 1.8], [-0.2, -0.1, -0.3], [0.0, 0.2, -0.3], [-0.4, -0.3, -0.4], [0.0, 0.2, -0.4], [-0.2, -0.1, -1.0], [-0.2, 0.2, -0.1], [0.1, 0.7, -0.1], [0.5, 0.4, 1.8], [-0.4, 0.0, -0.6], [0.3, -0.7, 0.4], [0.4, 0.4, -0.8], [0.0, -0.6, 0.4], [-0.6, 0.0, 0.0], [-0.1, 0.1, -0.6], [0.2, 0.4, -0.3], [-0.2, 0.1, 0.0], [-0.4, 0.2, 0.1], [-0.6, 0.0, -0.3], [0.8, 0.0, -0.2], [0.2, 0.7, 0.0], [0.2, 0.1, 0.1], [-0.8, -0.6, -0.6], [0.4, 1.1, 0.0], [0.2, 0.2, -1.0], [0.2, -0.1, 0.1], [-0.2, 0.0, -0.1], [0.4, -0.1, 0.4], [-0.1, -0.3, 0.3], [-0.2, -0.4, 0.1], [0.0, -0.4, 0.9], [-0.3, 0.1, -0.1], [0.0, 1.2, 0.0], [-0.7, -0.2, 1.0], [0.5, -0.1, -1.1], [0.5, 0.6, -0.5], [-0.2, 0.3, 0.6], [0.5, -0.5, 0.1], [0.0, -0.5, 0.4], [-0.2, 0.0, -0.5], [-0.3, -0.4, 0.4], [-0.2, -0.2, -0.3], [0.1, 0.0, -0.1], [0.0, -0.2, -0.2], [1.5, 2.4, 1.2], [0.2, 0.6, -1.3], [-0.5, -1.1, -0.2], [0.2, -0.5, 0.9], [0.4, 1.3, 0.4], [-0.2, -0.5, 0.0], [-0.5, -0.3, 0.4], [-0.7, -0.6, -0.5], [-0.2, -0.5, -0.1], [-0.3, -0.1, -0.5], [-0.2, -0.5, -0.4], [0.1, -0.5, 0.3], [-1.0, 0.0, -1.2], [1.6, -1.0, 0.5], [0.0, 0.5, -0.2], [-0.9, 1.9, -0.5], [-0.6, -0.2, 1.2], [0.4, 0.0, 0.1], [-0.1, -0.2, 0.2], [-0.1, 0.0, 0.4], [0.8, -1.1, 0.1], [-0.1, 0.2, -0.8], [-0.1, -0.3, -0.2], [0.0, 0.0, 0.1], [0.4, 1.0, 0.7], [-1.1, -0.2, 0.1], [1.0, 0.4, -0.5], [1.1, 0.3, -0.3], [-0.6, -0.1, 0.0], [-0.5, -0.2, 0.2], [-0.3, -0.3, 0.1], [-0.1, -0.4, -0.3], [-0.6, -0.1, 0.3], [0.4, -0.1, -0.5], [0.0, 0.0, 0.2], [0.0, -0.1, -0.1]]}